Record 1
{
  "formula": "C8H21LiN2O7P2S",
  "method": "the ωB97M-V functional and the def2-TZVPD basis",
  "symbols": ["Li", "C", "C", "N", "C", "C", "S", "C", "C", "N", "H", "H", "H", "H", "H", "H", "H", "H", "H", "H", "H", "H", "H", "H", "C", "C", "O", "P", "O", "O", "O", "P", "O", "O", "O", "H", "H", "H", "H", "H", "H", "H"],
  "xyz": [[-2.503, -1.216, 12.501], [-5.679, -1.471, 13.190], [-5.326, -0.006, 12.999], [-4.130, 0.151, 12.160], [-4.311, 0.199, 10.681], [-4.694, -1.113, 10.041], [-3.480, -2.423, 10.519], [-4.581, -3.745, 11.210], [-4.551, -3.711, 12.762], [-4.505, -2.373, 13.313], [-6.334, -1.794, 12.376], [-6.325, -1.518, 14.102], [-5.130, 0.458, 13.972], [-6.246, 0.493, 12.591], [-3.671, 1.067, 12.384], [-3.349, 0.510, 10.243], [-5.076, 0.981, 10.461], [-4.581, -1.047, 8.926], [-5.741, -1.360, 10.302], [-4.219, -4.684, 10.761], [-5.619, -3.553, 10.911], [-3.659, -4.263, 13.145], [-5.417, -4.304, 13.153], [-4.231, -2.421, 14.299], [1.110, -0.423, 13.698], [0.123, 0.622, 14.156], [0.862, 1.597, 14.901], [-1.192, -0.149, 15.232], [-2.230, 0.995, 15.611], [-0.524, -0.446, 16.659], [-1.706, -1.339, 14.494], [-0.861, 1.326, 12.667], [0.091, 2.450, 12.000], [-1.929, 2.177, 13.329], [-1.158, 0.148, 11.772], [1.684, -0.793, 14.583], [1.867, 0.063, 13.072], [0.693, -1.275, 13.152], [0.298, 2.400, 14.929], [-2.303, 1.571, 14.721], [-0.731, -1.346, 16.988], [0.332, 2.328, 11.067]],
  "homo_energy_ev": -9.02,
  "total_energy_ev": -55575.453,
  "e_above_lowest_kcal_mol": 0.0,
  "lumo_ev": 0.341,
  "spin_multiplicity": 1,
  "gap_ev": 9.4
}



Record 2
{
  "formula": "C19H22AuN7O2",
  "method": "the ωB97M-V functional and the def2-TZVPD basis",
  "symbols": ["Au", "O", "C", "C", "C", "C", "C", "C", "C", "O", "N", "N", "C", "C", "C", "C", "C", "C", "N", "H", "H", "H", "H", "H", "H", "H", "H", "H", "H", "C", "N", "C", "N", "C", "N", "C", "N", "C", "C", "H", "H", "H", "H", "H", "H", "H", "H", "H", "H", "H", "H"],
  "xyz": [[-0.834, 0.710, -0.955], [2.917, -2.705, -3.318], [2.068, -3.516, -2.708], [2.376, -4.885, -2.757], [1.528, -5.815, -2.210], [0.338, -5.415, -1.585], [0.039, -4.078, -1.480], [0.889, -3.100, -2.018], [0.537, -1.704, -1.829], [-0.439, -1.408, -1.050], [1.258, -0.770, -2.468], [0.883, 0.454, -2.281], [1.449, 1.559, -2.599], [0.758, 2.796, -2.288], [1.228, 4.031, -2.704], [0.496, 5.173, -2.402], [-0.700, 5.050, -1.710], [-1.113, 3.788, -1.313], [-0.395, 2.700, -1.583], [2.608, -1.786, -3.300], [3.294, -5.164, -3.255], [1.781, -6.865, -2.267], [-0.339, -6.150, -1.175], [-0.871, -3.770, -0.984], [2.420, 1.578, -3.086], [2.144, 4.095, -3.275], [0.850, 6.149, -2.705], [-1.306, 5.914, -1.478], [-2.035, 3.648, -0.765], [0.301, 0.338, 1.708], [-1.131, 0.592, 1.316], [-1.593, 1.826, 2.031], [-1.448, 1.663, 3.452], [-0.044, 1.411, 3.788], [0.421, 0.185, 3.130], [-0.402, -0.953, 3.561], [-1.805, -0.703, 3.232], [-1.961, -0.561, 1.809], [-2.252, 0.520, 3.904], [0.909, 1.186, 1.382], [0.641, -0.571, 1.206], [-2.643, 2.000, 1.791], [-0.996, 2.676, 1.692], [0.057, 1.308, 4.867], [0.570, 2.252, 3.459], [-0.293, -1.098, 4.635], [-0.063, -1.855, 3.049], [-3.009, -0.365, 1.577], [-1.645, -1.470, 1.296], [-2.136, 0.408, 4.980], [-3.306, 0.698, 3.683]],
  "homo_energy_ev": -13.78,
  "total_charge": 2,
  "total_energy_ev": -38259.172,
  "e_above_lowest_kcal_mol": 22.0,
  "lumo_ev": -10.072,
  "spin_multiplicity": 1,
  "gap_ev": 3.7
}



Record 3
{
  "formula": "C40H86O28P2S4",
  "method": "the ωB97M-V functional and the def2-TZVPD basis",
  "symbols": ["C", "C", "O", "P", "O", "O", "C", "C", "O", "C", "C", "H", "H", "H", "H", "H", "H", "H", "H", "H", "H", "H", "H", "H", "H", "H", "C", "C", "O", "P", "O", "O", "C", "C", "O", "C", "C", "H", "H", "H", "H", "H", "H", "H", "H", "H", "H", "H", "H", "H", "H", "H", "O", "S", "O", "C", "C", "C", "C", "H", "H", "H", "H", "H", "H", "H", "H", "O", "S", "O", "C", "C", "C", "C", "H", "H", "H", "H", "H", "H", "H", "H", "O", "S", "O", "C", "C", "C", "C", "H", "H", "H", "H", "H", "H", "H", "H", "O", "S", "O", "C", "C", "C", "C", "H", "H", "H", "H", "H", "H", "H", "H", "C", "O", "C", "O", "O", "C", "H", "H", "H", "H", "H", "H", "C", "O", "C", "O", "O", "C", "H", "H", "H", "H", "H", "H", "C", "O", "C", "O", "O", "C", "H", "H", "H", "H", "H", "H", "C", "O", "C", "O", "O", "C", "H", "H", "H", "H", "H", "H"],
  "xyz": [[-0.767, 9.490, -5.481], [-1.192, 8.140, -4.752], [-0.223, 7.895, -3.765], [-0.370, 6.691, -2.756], [0.743, 6.252, -1.911], [-1.632, 7.150, -1.771], [-1.402, 8.017, -0.656], [-0.930, 7.235, 0.550], [-0.994, 5.494, -3.634], [-1.544, 4.457, -2.870], [-0.534, 3.399, -2.619], [-0.618, 10.317, -4.787], [0.097, 9.485, -6.146], [-1.624, 9.704, -6.118], [-2.139, 8.227, -4.219], [-1.274, 7.307, -5.451], [-0.678, 8.776, -0.952], [-2.373, 8.486, -0.496], [-0.047, 6.636, 0.326], [-0.558, 7.901, 1.329], [-1.630, 6.505, 0.958], [-2.116, 4.874, -2.041], [-2.325, 3.996, -3.475], [-1.011, 2.562, -2.110], [-0.313, 3.005, -3.611], [0.381, 3.561, -2.049], [-4.309, 2.809, -0.618], [-5.285, 1.598, -0.798], [-6.069, 1.767, -1.934], [-6.325, 0.562, -2.989], [-7.134, -0.616, -2.566], [-7.018, 1.380, -4.264], [-8.300, 1.014, -4.637], [-8.921, 2.314, -5.076], [-4.826, 0.116, -3.469], [-4.661, -0.459, -4.805], [-3.165, -0.303, -5.084], [-4.036, 2.772, 0.437], [-3.326, 2.767, -1.087], [-4.770, 3.763, -0.876], [-4.658, 0.707, -0.792], [-6.027, 1.670, -0.002], [-8.311, 0.398, -5.537], [-8.848, 0.561, -3.811], [-8.970, 2.925, -4.175], [-8.238, 2.723, -5.821], [-9.960, 2.221, -5.391], [-4.948, -1.511, -4.815], [-5.182, 0.203, -5.497], [-2.773, 0.578, -4.577], [-2.478, -1.149, -5.039], [-3.176, -0.132, -6.160], [3.729, -1.672, -5.521], [2.510, -1.515, -4.691], [1.229, -2.186, -4.951], [2.944, -1.682, -2.909], [3.549, -0.371, -2.448], [2.978, 0.846, -3.218], [2.255, 0.299, -4.499], [3.516, -2.589, -2.716], [1.964, -1.774, -2.440], [3.415, -0.238, -1.375], [4.630, -0.458, -2.564], [3.700, 1.631, -3.446], [2.289, 1.413, -2.591], [2.364, 0.785, -5.468], [1.195, 0.253, -4.247], [5.170, -3.948, -1.292], [5.380, -3.288, -0.005], [4.274, -2.957, 0.898], [6.750, -4.090, 0.930], [8.026, -3.536, 0.194], [7.953, -1.921, 0.082], [6.456, -1.665, -0.285], [6.574, -5.158, 1.058], [6.560, -3.688, 1.925], [8.835, -3.849, 0.854], [8.281, -4.048, -0.734], [8.668, -1.588, -0.671], [8.297, -1.575, 1.057], [6.171, -1.489, -1.322], [5.978, -0.889, 0.312], [-1.077, 5.306, 5.294], [-1.066, 4.705, 3.985], [-2.117, 4.911, 3.072], [0.557, 4.878, 3.122], [1.304, 3.647, 3.410], [0.371, 2.448, 3.272], [-0.968, 2.888, 4.046], [1.055, 5.836, 3.271], [0.255, 4.904, 2.075], [2.251, 3.545, 2.880], [1.623, 3.696, 4.451], [0.747, 1.585, 3.822], [0.169, 2.080, 2.267], [-1.139, 2.647, 5.095], [-1.926, 2.581, 3.627], [3.903, -7.355, 3.649], [3.767, -6.027, 3.078], [4.681, -4.920, 3.267], [3.629, -6.314, 1.191], [2.164, -6.587, 1.031], [1.276, -5.593, 1.862], [1.937, -5.533, 3.216], [4.223, -7.173, 0.877], [3.858, -5.485, 0.522], [1.906, -6.499, -0.025], [2.149, -7.636, 1.325], [0.240, -5.924, 1.929], [1.316, -4.663, 1.295], [1.480, -6.230, 3.917], [1.921, -4.531, 3.645], [-5.313, -3.156, -2.375], [-4.413, -4.331, -2.340], [-3.092, -4.203, -1.962], [-2.562, -3.096, -1.702], [-2.468, -5.397, -2.049], [-1.127, -5.666, -1.548], [-4.938, -2.352, -1.741], [-6.302, -3.508, -2.083], [-5.331, -2.691, -3.361], [-0.629, -6.541, -1.967], [-1.276, -6.126, -0.571], [-0.382, -4.870, -1.565], [-2.342, -3.987, 1.654], [-1.898, -2.791, 2.313], [-1.255, -2.919, 3.450], [-0.664, -3.907, 3.859], [-1.241, -1.827, 3.957], [-0.581, -1.576, 5.116], [-3.390, -4.219, 1.845], [-1.831, -4.890, 1.988], [-2.168, -3.916, 0.580], [-1.327, -1.928, 5.829], [-0.500, -0.512, 5.337], [0.434, -1.947, 4.978], [3.297, -1.384, 10.283], [3.817, -1.736, 9.093], [3.175, -1.891, 7.944], [1.959, -2.099, 7.806], [4.168, -1.855, 7.045], [3.938, -2.258, 5.708], [2.233, -1.557, 10.445], [3.462, -0.317, 10.433], [3.703, -1.833, 11.189], [3.224, -1.605, 5.206], [3.469, -3.234, 5.582], [4.925, -2.233, 5.247], [2.166, -1.599, 2.388], [1.100, -1.815, 1.455], [0.703, -0.820, 0.567], [1.260, 0.305, 0.459], [-0.375, -1.225, -0.281], [-1.374, -0.260, -0.545], [2.024, -0.798, 3.113], [3.067, -1.428, 1.799], [2.240, -2.551, 2.914], [-1.046, 0.094, -1.523], [-1.496, 0.625, 0.080], [-2.390, -0.652, -0.539]],
  "smiles": "CCOP(=O)(OCC)OCC.CCOP(=O)(OCC)OCC.O=S1(=O)CCCC1.O=S1(=O)CCCC1.O=S1(=O)CCCC1.O=S1(=O)CCCC1.COC(=O)OC.COC(=O)OC.COC(=O)OC.COC(=O)OC",
  "homo_energy_ev": -10.05,
  "total_energy_ev": -162120.834,
  "lumo_ev": 0.168,
  "spin_multiplicity": 1,
  "gap_ev": 10.2
}



Record 4
{
  "formula": "C2H6O2Si",
  "method": "the ωB97M-V functional and the def2-TZVPD basis",
  "symbols": ["C", "Si", "C", "O", "H", "H", "H", "H", "O", "H", "H"],
  "xyz": [[-1.585, -0.494, 0.340], [0.178, -0.672, 0.716], [1.879, -0.735, 0.211], [1.522, -0.480, 1.622], [-1.980, -1.322, -0.215], [-2.399, -0.299, 1.089], [2.396, 0.025, -0.421], [2.191, -1.735, 0.225], [-0.412, 1.950, -1.523], [-0.851, 2.577, -0.831], [-0.939, 1.185, -1.213]],
  "smiles": "C=[Si]1CO1.O",
  "homo_energy_ev": -8.95,
  "total_energy_ev": -14140.430,
  "e_above_lowest_kcal_mol": 107.6,
  "lumo_ev": -0.048,
  "spin_multiplicity": 1,
  "gap_ev": 8.9
}



Record 5
{
  "formula": "C4H6N2S",
  "method": "the ωB97M-V functional and the def2-TZVPD basis",
  "symbols": ["C", "C", "C", "C", "N", "N", "S", "H", "H", "H", "H", "H", "H"],
  "xyz": [[-1.441, -0.602, 0.143], [-0.710, 0.087, 1.245], [-0.245, 0.290, -0.117], [1.267, -0.364, -0.425], [1.873, 0.551, -1.298], [1.259, 1.520, -1.695], [-0.230, 1.785, -1.059], [-1.093, -1.598, -0.121], [-2.383, -0.182, 0.047], [-1.119, 0.941, 1.792], [0.022, -0.414, 1.979], [1.755, -0.708, 0.496], [1.044, -1.304, -0.986]],
  "smiles": "C1CC12CN=NS2",
  "homo_energy_ev": -8.76,
  "total_energy_ev": -18057.415,
  "e_above_lowest_kcal_mol": 82.1,
  "lumo_ev": 0.858,
  "spin_multiplicity": 1,
  "gap_ev": 9.6
}



Record 6
{
  "formula": "C4H13NOS",
  "method": "the ωB97M-V functional and the def2-TZVPD basis",
  "symbols": ["C", "N", "C", "C", "C", "S", "H", "H", "H", "H", "H", "H", "H", "H", "H", "H", "H", "O", "H", "H"],
  "xyz": [[0.513, -2.612, 0.205], [0.326, -1.168, 0.364], [0.416, -0.466, -0.903], [0.349, 1.050, -0.748], [-0.734, 1.505, 0.227], [-2.396, 0.870, -0.169], [1.481, -2.866, -0.245], [-0.307, -2.997, -0.400], [0.475, -3.079, 1.189], [1.047, -0.851, 1.001], [-0.405, -0.814, -1.530], [1.360, -0.717, -1.430], [0.177, 1.472, -1.739], [1.308, 1.410, -0.373], [-0.794, 2.590, 0.258], [-0.507, 1.118, 1.215], [-2.528, 1.502, -1.338], [3.069, 0.198, 1.067], [3.804, -0.277, 1.475], [3.058, -0.124, 0.149]],
  "smiles": "CNCCCS.O",
  "homo_energy_ev": -8.61,
  "total_energy_ev": -18731.408,
  "e_above_lowest_kcal_mol": 13.9,
  "lumo_ev": 0.586,
  "spin_multiplicity": 1,
  "gap_ev": 9.2
}



Please write out number 2 again, unchanged.
{
  "formula": "C19H22AuN7O2",
  "method": "the ωB97M-V functional and the def2-TZVPD basis",
  "symbols": ["Au", "O", "C", "C", "C", "C", "C", "C", "C", "O", "N", "N", "C", "C", "C", "C", "C", "C", "N", "H", "H", "H", "H", "H", "H", "H", "H", "H", "H", "C", "N", "C", "N", "C", "N", "C", "N", "C", "C", "H", "H", "H", "H", "H", "H", "H", "H", "H", "H", "H", "H"],
  "xyz": [[-0.834, 0.710, -0.955], [2.917, -2.705, -3.318], [2.068, -3.516, -2.708], [2.376, -4.885, -2.757], [1.528, -5.815, -2.210], [0.338, -5.415, -1.585], [0.039, -4.078, -1.480], [0.889, -3.100, -2.018], [0.537, -1.704, -1.829], [-0.439, -1.408, -1.050], [1.258, -0.770, -2.468], [0.883, 0.454, -2.281], [1.449, 1.559, -2.599], [0.758, 2.796, -2.288], [1.228, 4.031, -2.704], [0.496, 5.173, -2.402], [-0.700, 5.050, -1.710], [-1.113, 3.788, -1.313], [-0.395, 2.700, -1.583], [2.608, -1.786, -3.300], [3.294, -5.164, -3.255], [1.781, -6.865, -2.267], [-0.339, -6.150, -1.175], [-0.871, -3.770, -0.984], [2.420, 1.578, -3.086], [2.144, 4.095, -3.275], [0.850, 6.149, -2.705], [-1.306, 5.914, -1.478], [-2.035, 3.648, -0.765], [0.301, 0.338, 1.708], [-1.131, 0.592, 1.316], [-1.593, 1.826, 2.031], [-1.448, 1.663, 3.452], [-0.044, 1.411, 3.788], [0.421, 0.185, 3.130], [-0.402, -0.953, 3.561], [-1.805, -0.703, 3.232], [-1.961, -0.561, 1.809], [-2.252, 0.520, 3.904], [0.909, 1.186, 1.382], [0.641, -0.571, 1.206], [-2.643, 2.000, 1.791], [-0.996, 2.676, 1.692], [0.057, 1.308, 4.867], [0.570, 2.252, 3.459], [-0.293, -1.098, 4.635], [-0.063, -1.855, 3.049], [-3.009, -0.365, 1.577], [-1.645, -1.470, 1.296], [-2.136, 0.408, 4.980], [-3.306, 0.698, 3.683]],
  "homo_energy_ev": -13.78,
  "total_charge": 2,
  "total_energy_ev": -38259.172,
  "e_above_lowest_kcal_mol": 22.0,
  "lumo_ev": -10.072,
  "spin_multiplicity": 1,
  "gap_ev": 3.7
}